The following is a DFT calculation (ωB97M-V/def2-TZVPD) of a molecular structure, C17H13Cl2NS6ScTe.

Calculated values
energy above the lowest of the compared OMol25 structures with the same formula, charge and spin: 0.389 eV
LUMO: 1.958 eV
E: -137387.08688 eV

The geometry in ORCA input format:
```
! wB97M-V def2-TZVPD RIJCOSX def2/J DEFGRID3
* xyz -1 1
Sc -0.29 0.33 0.29
Cl -2.04 2.17 -0.47
C -1.95 2.31 -2.21
C -2.42 3.48 -2.76
C -2.45 3.62 -4.14
C -2.01 2.57 -4.93
C -1.51 1.42 -4.35
Cl -0.95 0.17 -5.42
C -1.43 1.24 -2.95
S -0.73 -0.19 -2.26
H -2.76 4.28 -2.11
H -2.81 4.54 -4.59
H -2.06 2.64 -6.01
S -2.50 -1.21 0.58
S -3.26 -0.64 2.42
S -1.56 -0.29 3.52
S -0.69 1.34 2.62
Te 1.89 2.01 -0.49
C 2.58 2.11 1.53
C 3.10 0.98 2.16
C 3.46 1.01 3.50
C 3.32 2.18 4.24
C 2.85 3.33 3.60
C 2.49 3.29 2.26
H 3.24 0.06 1.60
H 3.83 0.11 3.98
H 3.56 2.20 5.29
H 2.76 4.25 4.16
H 2.11 4.18 1.78
S 1.29 -1.90 0.43
C 0.40 -3.33 0.11
N -0.71 -3.61 0.83
C -1.44 -4.74 0.69
C -1.07 -5.69 -0.21
C 0.06 -5.44 -1.00
C 0.78 -4.29 -0.84
H -1.13 -2.81 1.32
H -2.31 -4.82 1.33
H -1.65 -6.60 -0.31
H 0.35 -6.17 -1.75
H 1.65 -4.07 -1.44
*
```